# 1
DFT (ωB97M-V/def2-TZVPD) results for a structure of composition C30H34GeN5OPbS4 in a non-equilibrium geometry.

The LUMO energy (spin up / spin down) is -12.74 / -13.83 eV. The calculated total energy comes out at -5373.5643 Ha. The value obtained for the HOMO energy (spin up / spin down) is -15.81 / -15.80 eV. The energy above the lowest of the compared OMol25 structures with the same formula, charge and spin is 85.3 kJ/mol. The spin multiplicity is 2. The molar mass is 888.71 g/mol. As for the net charge: +4.

Each line ends with the Mulliken spin population.
CARTESIAN COORDINATES (ANGSTROEM)
Pb: 1.789 -1.014 0.911  -0.0005
N: -0.929 2.875 -0.493  0.0007
C: -0.165 1.904 0.034  0.0018
S: -0.185 0.330 -0.854  0.0063
N: 0.469 2.119 1.125  -0.0008
N: 1.190 1.156 1.750  0.0001
C: 1.608 1.456 2.928  -0.0005
C: 2.325 0.498 3.751  0.0002
C: 2.744 0.848 5.025  0.0000
C: 3.377 -0.105 5.817  0.0000
C: 3.560 -1.377 5.305  0.0000
C: 3.118 -1.651 4.016  0.0000
N: 2.523 -0.740 3.251  0.0001
H: -1.110 2.886 -1.483  0.0000
H: -0.880 3.782 -0.044  0.0011
H: 1.387 2.439 3.335  0.0000
H: 2.577 1.853 5.392  0.0000
H: 3.713 0.145 6.815  0.0000
H: 4.037 -2.153 5.888  0.0000
H: 3.243 -2.641 3.592  0.0000
C: 4.824 -1.307 -3.803  0.0000
C: 4.321 -2.689 -3.456  0.0000
S: 3.606 -2.691 -1.777  0.0001
C: 5.029 -2.716 -0.641  0.0000
C: 5.645 -1.368 -0.303  0.0000
S: 4.529 -0.121 0.467  -0.0001
C: 4.598 1.309 -0.697  0.0000
C: 4.871 1.042 -2.167  0.0000
S: 3.711 -0.126 -2.955  0.0003
H: 4.772 -1.123 -4.877  0.0000
H: 5.846 -1.134 -3.472  0.0000
H: 5.091 -3.457 -3.526  0.0000
H: 3.485 -2.983 -4.089  0.0000
H: 5.787 -3.358 -1.092  0.0000
H: 4.662 -3.211 0.259  0.0000
H: 6.089 -0.906 -1.179  0.0000
H: 6.437 -1.520 0.430  0.0000
H: 5.388 1.959 -0.321  0.0000
H: 3.641 1.811 -0.551  0.0000
H: 5.885 0.696 -2.352  0.0000
H: 4.750 1.992 -2.695  0.0000
C: -2.614 0.890 -3.074  -0.0014
Ge: -2.581 0.270 -1.203  0.0048
C: -3.101 -1.715 -1.343  -0.0025
C: -3.143 -2.620 -0.154  0.0040
C: -3.419 -4.048 -0.369  0.0002
C: -3.660 -4.530 -1.613  -0.0002
C: -3.663 -3.644 -2.703  -0.0001
C: -3.416 -2.264 -2.553  0.0029
C: -3.499 1.176 0.318  0.1704
C: -3.330 0.702 1.604  -0.0735
C: -4.011 1.269 2.688  0.1169
C: -4.858 2.328 2.482  0.1370
C: -5.048 2.855 1.190  -0.0437
C: -5.932 3.938 0.973  0.2181
C: -6.125 4.450 -0.282  0.1228
C: -5.439 3.897 -1.376  0.0137
C: -4.584 2.841 -1.199  0.1887
C: -4.360 2.282 0.079  0.0487
H: -3.620 0.769 -3.479  0.0008
H: -1.921 0.296 -3.668  -0.0001
H: -2.338 1.939 -3.162  -0.0008
H: -3.966 -2.231 0.490  -0.0017
H: -3.435 -4.705 0.494  0.0000
H: -3.863 -5.582 -1.768  -0.0001
H: -3.839 -4.039 -3.698  0.0000
H: -3.462 -1.636 -3.434  0.0001
H: -2.656 -0.112 1.799  -0.0150
H: -3.873 0.866 3.683  0.0013
H: -5.393 2.765 3.316  0.0026
H: -6.467 4.349 1.819  -0.0037
H: -6.814 5.269 -0.433  0.0046
H: -5.592 4.307 -2.365  -0.0031
H: -4.077 2.420 -2.059  0.0983
O: -1.315 -3.189 1.066  0.0000
N: -1.946 -2.271 0.666  0.0014

---

# 2
DFT (ωB97M-V/def2-TZVPD) results for a structure of composition C30H34IrN3 in a non-equilibrium geometry.

The LUMO energy (spin up / spin down) is -5.97 / -9.00 eV. The calculated total energy comes out at -1431.5703 Ha. The value obtained for the HOMO energy (spin up / spin down) is -14.12 / -14.46 eV. The spin multiplicity is 5. The molar mass is 628.84 g/mol. As for the net charge: +2.

Each line ends with the Mulliken spin population.
CARTESIAN COORDINATES (ANGSTROEM)
Ir: 0.582 1.784 0.766  2.5959
C: 2.115 -5.018 -1.312  0.0005
C: 0.945 -4.698 -0.369  0.0027
C: -0.354 -5.222 -0.988  -0.0001
C: 1.177 -5.406 0.976  0.0003
C: 0.896 -3.208 -0.119  0.0015
C: 1.999 -2.541 0.426  -0.0011
C: 1.916 -1.189 0.689  0.0013
N: 0.824 -0.470 0.435  0.1256
C: -0.244 -1.066 -0.124  0.0393
C: -0.227 -2.430 -0.394  -0.0029
C: -1.392 -0.195 -0.427  -0.0184
C: -2.553 -0.647 -1.046  -0.0159
C: -3.606 0.222 -1.324  0.0107
C: -3.429 1.561 -0.963  -0.0020
C: -2.255 1.950 -0.354  0.0288
N: -1.261 1.102 -0.083  0.1092
C: -4.900 -0.233 -1.960  -0.0013
C: -6.058 0.090 -1.000  0.0035
C: -5.122 0.521 -3.280  0.0029
C: -4.907 -1.736 -2.248  0.0011
H: 2.118 -6.084 -1.521  -0.0002
H: 3.074 -4.760 -0.872  0.0001
H: 2.014 -4.487 -2.256  0.0001
H: -0.268 -6.293 -1.150  0.0001
H: -0.550 -4.760 -1.954  -0.0002
H: -1.203 -5.062 -0.326  -0.0001
H: 1.190 -6.480 0.814  -0.0001
H: 0.378 -5.178 1.678  0.0001
H: 2.125 -5.121 1.424  0.0000
H: 2.913 -3.065 0.653  -0.0006
H: 2.753 -0.656 1.121  0.0047
H: -1.106 -2.884 -0.813  0.0029
H: -2.640 -1.685 -1.311  0.0001
H: -4.197 2.293 -1.150  -0.0002
H: -2.097 2.984 -0.070  -0.0001
H: -6.160 1.157 -0.829  -0.0001
H: -5.920 -0.406 -0.043  -0.0006
H: -6.985 -0.268 -1.437  0.0002
H: -5.209 1.594 -3.134  -0.0003
H: -6.047 0.166 -3.724  0.0002
H: -4.314 0.329 -3.981  -0.0002
H: -4.782 -2.318 -1.335  -0.0003
H: -4.137 -2.006 -2.969  -0.0003
H: -5.866 -2.010 -2.679  0.0000
N: 1.287 2.242 2.950  0.1546
C: 1.939 3.513 3.054  0.0141
C: 1.566 4.386 4.070  -0.0204
C: 2.253 5.569 4.274  0.0393
C: 3.338 5.885 3.463  0.0030
C: 3.702 5.037 2.436  0.0250
C: 3.000 3.851 2.186  0.1098
C: 3.347 3.092 0.980  0.0577
C: 4.691 2.926 0.629  -0.0331
C: 5.046 2.467 -0.623  0.1547
C: 4.063 2.206 -1.578  0.0393
C: 2.727 2.311 -1.232  0.1083
C: 2.347 2.661 0.067  0.4472
H: 0.535 2.187 3.639  -0.0027
H: 1.953 1.490 3.138  -0.0012
H: 0.756 4.117 4.733  -0.0003
H: 1.960 6.232 5.071  0.0008
H: 3.886 6.802 3.620  0.0007
H: 4.517 5.306 1.781  0.0023
H: 5.454 3.176 1.349  0.0036
H: 6.088 2.360 -0.883  0.0033
H: 4.340 1.908 -2.577  0.0028
H: 1.974 2.106 -1.982  0.0043